# 1
{
  "formula": "C33H60FNO16P2",
  "method": "ωB97M-V/def2-TZVPD",
  "lumo_energy_ev": 0.4114,
  "gap_ev": 10.082,
  "homo_ev": -9.67,
  "smiles": "CCOP(=O)(CCC[PH](F)(OC[C@@H](C)O)N(C)C(C)=O)OCC.O=C1CCCO1.O=C1CCCO1.O=C1CCCO1.O=C1CCCO1.O=C1CCCO1",
  "multiplicity": 1,
  "species": ["C", "C", "O", "P", "O", "C", "C", "C", "P", "F", "O", "C", "C", "C", "O", "N", "C", "C", "C", "O", "O", "C", "C", "H", "H", "H", "H", "H", "H", "H", "H", "H", "H", "H", "H", "H", "H", "H", "H", "H", "H", "H", "H", "H", "H", "H", "H", "H", "H", "H", "H", "H", "H", "O", "C", "C", "C", "C", "O", "H", "H", "H", "H", "H", "H", "O", "C", "C", "C", "C", "O", "H", "H", "H", "H", "H", "H", "O", "C", "C", "C", "C", "O", "H", "H", "H", "H", "H", "H", "O", "C", "C", "C", "C", "O", "H", "H", "H", "H", "H", "H", "O", "C", "C", "C", "C", "O", "H", "H", "H", "H", "H", "H"],
  "positions_angstrom": [[-6.08304, 1.01973, 1.15858], [-5.66508, 2.30445, 0.19996], [-4.50128, 3.05134, 0.73570], [-2.99834, 2.45369, 0.07665], [-3.20615, 0.92918, -0.28959], [-1.54322, 2.67870, 1.35182], [-2.01152, 2.40377, 2.90647], [-1.04495, 1.28421, 3.68867], [-2.14318, -0.24755, 3.96859], [-2.26988, -0.39624, 2.22140], [-2.18572, -0.07646, 5.69509], [-0.89992, -0.37480, 6.33721], [-1.10938, -1.48504, 7.55424], [-1.19159, -3.03755, 7.03830], [-0.05767, -1.24099, 8.57913], [-1.63108, -1.95302, 4.00858], [-2.80510, -2.91468, 3.89810], [-0.58365, -2.26126, 2.92366], [0.90808, -1.53586, 2.85756], [-0.81048, -3.18488, 1.94932], [-2.55869, 3.41406, -1.34660], [-2.19588, 2.53606, -2.47309], [-0.78328, 1.71603, -2.25737], [-5.56759, 1.15607, 2.21276], [-7.24712, 0.96360, 1.26655], [-5.71323, -0.00701, 0.68496], [-6.59600, 3.03397, 0.18184], [-5.51645, 1.95965, -0.93109], [-0.65259, 2.01237, 0.98639], [-1.24553, 3.82588, 1.25584], [-1.87090, 3.44443, 3.47418], [-3.16527, 2.15140, 3.02135], [-0.19633, 1.02578, 2.90996], [-0.66787, 1.82748, 4.65277], [-3.59396, -0.01125, 3.97548], [-0.57420, 0.62788, 6.89831], [-0.01827, -0.62733, 5.61169], [-2.14239, -1.25740, 8.10676], [-2.32554, -3.30192, 6.77467], [-0.54994, -3.25552, 6.07259], [-0.91588, -3.78203, 7.92979], [0.25813, -2.12666, 8.92508], [-3.51114, -2.59716, 3.01741], [-2.49784, -4.03829, 3.74799], [-3.41536, -2.85494, 4.89903], [1.79924, -2.30504, 2.93838], [0.95937, -1.02482, 1.78210], [1.06841, -0.71073, 3.67181], [-2.04401, 3.23236, -3.42510], [-3.11878, 1.84748, -2.73178], [-0.49826, 1.52154, -1.13808], [0.11394, 2.21441, -2.83274], [-0.94865, 0.64251, -2.74741], [1.98744, 2.74858, -1.29733], [2.71070, 3.01957, -2.24160], [4.20822, 2.96001, -2.23434], [4.56235, 3.74919, -3.46933], [3.37102, 3.51786, -4.36160], [2.25903, 3.38264, -3.47788], [4.52480, 1.91632, -2.31367], [4.61682, 3.42158, -1.33245], [5.50792, 3.44563, -3.92640], [4.63520, 4.81394, -3.21632], [3.46403, 2.59851, -4.94923], [3.20150, 4.35767, -5.04175], [-4.34569, -4.93528, 2.55058], [-3.79557, -5.70339, 1.77886], [-3.33750, -5.36310, 0.39302], [-3.11318, -6.72673, -0.20996], [-2.74511, -7.56113, 0.98888], [-3.47111, -6.99522, 2.07904], [-2.40964, -4.78768, 0.45447], [-4.10418, -4.80556, -0.14990], [-2.35070, -6.73875, -0.99331], [-4.05060, -7.09479, -0.64447], [-1.67545, -7.51072, 1.21788], [-3.03100, -8.60910, 0.85990], [3.95172, 0.79694, -5.01682], [3.88477, 0.15792, -6.05381], [4.90577, -0.82849, -6.53415], [4.52551, -0.99725, -7.98340], [3.04143, -0.74002, -7.96724], [2.83562, 0.21332, -6.92582], [4.79412, -1.76039, -5.97297], [5.91795, -0.43130, -6.42861], [4.78835, -1.97590, -8.39366], [5.02824, -0.23137, -8.58649], [2.46572, -1.64187, -7.73403], [2.68807, -0.32982, -8.91776], [4.30118, -3.10777, -2.50276], [4.25487, -3.41446, -1.32294], [3.07654, -3.21443, -0.41868], [3.69185, -3.39018, 0.94657], [4.83088, -4.33787, 0.67562], [5.26773, -4.03320, -0.64806], [2.32895, -3.98395, -0.63023], [2.65052, -2.21597, -0.54119], [2.99074, -3.76340, 1.69778], [4.08497, -2.42868, 1.29868], [4.51587, -5.38618, 0.70690], [5.65672, -4.19477, 1.37857], [2.78957, 6.78578, -3.27103], [1.63486, 6.78036, -2.87760], [1.17964, 6.32121, -1.52552], [-0.30585, 6.16195, -1.72890], [-0.60378, 7.18129, -2.79713], [0.57223, 7.23707, -3.60315], [1.40874, 7.09634, -0.78897], [1.65078, 5.37450, -1.25132], [-0.89071, 6.31025, -0.81725], [-0.51873, 5.15478, -2.10746], [-0.78978, 8.17708, -2.38123], [-1.45932, 6.88885, -3.41289]]
}

# 2
{
  "formula": "C33H61FeN5O7P3",
  "method": "ωB97M-V/def2-TZVPD",
  "lumo_energy_ev": -2.9778,
  "gap_ev": 7.995,
  "homo_ev": -10.97,
  "charge": 1,
  "multiplicity": 1,
  "species": ["Fe", "O", "C", "O", "C", "C", "C", "C", "C", "N", "C", "O", "O", "H", "H", "H", "H", "C", "N", "C", "P", "O", "O", "P", "O", "N", "C", "C", "N", "C", "C", "N", "C", "C", "H", "H", "H", "H", "H", "H", "H", "H", "H", "H", "H", "H", "H", "H", "H", "H", "H", "H", "H", "H", "H", "H", "H", "H", "C", "C", "C", "C", "C", "C", "P", "C", "C", "C", "C", "C", "C", "C", "C", "C", "C", "C", "C", "H", "H", "H", "H", "H", "H", "H", "H", "H", "H", "H", "H", "H", "H", "H", "H", "H", "H", "H", "H", "H", "H", "H", "H", "H", "H", "H", "H", "H", "H", "H", "H", "H"],
  "positions_angstrom": [[-0.08619, 0.43735, 0.70924], [-2.13932, 3.87039, 1.80945], [-1.52971, 2.71349, 1.61244], [-0.78106, 2.50540, 0.66962], [-1.83544, 1.65492, 2.60540], [-2.51044, 1.77131, 3.80779], [-2.54370, 0.65231, 4.63390], [-1.88442, -0.51389, 4.26082], [-1.23049, -0.53892, 3.03865], [-1.25857, 0.51520, 2.24283], [-0.38830, -1.68482, 2.48735], [-0.28638, -2.70532, 3.14868], [0.16058, -1.42139, 1.35580], [-1.87077, 4.49116, 1.11365], [-2.97947, 2.70406, 4.08668], [-3.06528, 0.70125, 5.58019], [-1.85180, -1.39612, 4.88536], [2.51490, -0.75414, 4.60178], [2.84342, -0.87104, 3.18217], [3.08526, -2.23093, 2.70559], [2.70339, 0.47546, 2.29197], [1.35011, 1.07777, 2.07686], [3.39767, 0.02615, 0.91835], [2.89345, 0.58644, -0.53494], [1.41970, 0.41997, -0.62933], [3.75431, -0.30554, -1.57363], [3.78593, -1.75464, -1.38058], [4.60551, 0.20516, -2.63760], [3.37107, 2.13724, -0.66647], [4.75502, 2.50789, -0.38371], [2.41319, 3.23479, -0.56834], [3.66952, 1.65544, 2.91197], [5.00421, 1.26942, 3.36078], [3.11086, 2.82251, 3.58501], [3.32550, -1.16752, 5.20612], [1.59577, -1.29785, 4.82628], [2.38345, 0.29297, 4.87929], [3.91980, -2.66104, 3.26516], [3.34248, -2.21676, 1.65166], [2.19714, -2.84502, 2.84547], [3.02442, -2.05924, -0.66499], [4.76311, -2.08106, -1.01640], [3.57671, -2.25176, -2.32871], [4.39736, 1.25613, -2.81983], [4.39709, -0.34914, -3.55392], [5.66468, 0.08368, -2.39504], [5.40968, 1.64156, -0.46638], [4.84183, 2.91218, 0.62768], [5.08946, 3.26003, -1.09996], [1.39745, 2.85316, -0.57287], [2.54726, 3.92652, -1.40141], [2.56662, 3.77667, 0.36966], [5.00349, 0.91561, 4.39649], [5.66822, 2.13231, 3.29069], [5.40294, 0.48118, 2.72393], [2.13808, 3.05741, 3.16238], [3.77856, 3.67350, 3.43627], [3.00358, 2.66187, 4.66303], [-0.76116, -4.37027, -2.63889], [0.24185, -3.25922, -2.98592], [0.09276, -2.04739, -2.05513], [-1.37920, -1.84964, -1.67977], [-1.83288, -3.03310, -0.79568], [-1.08372, -4.32733, -1.15047], [-1.65838, -0.20045, -0.89593], [-3.39701, -0.16223, -0.25386], [-3.73160, -1.12064, 0.89639], [-4.90037, -0.54652, 1.70834], [-5.90665, 0.17809, 0.79713], [-5.90279, -0.45034, -0.59278], [-4.53453, -0.27500, -1.28473], [-1.79541, 1.02201, -2.29609], [-0.45591, 1.71101, -2.62048], [-0.57797, 2.50424, -3.91756], [-0.74444, 1.55386, -5.11461], [-1.43913, 0.25179, -4.69514], [-2.46709, 0.51855, -3.59997], [-0.36511, -5.34386, -2.92971], [-1.68597, -4.23399, -3.20795], [0.11020, -2.94758, -4.02567], [1.26133, -3.64692, -2.90500], [0.52257, -1.15981, -2.52023], [0.64312, -2.19758, -1.12435], [-1.96741, -1.86680, -2.60184], [-2.90478, -3.18828, -0.93564], [-1.66552, -2.80899, 0.25752], [-1.68391, -5.18760, -0.85125], [-0.15508, -4.38615, -0.57509], [-3.42584, 0.85826, 0.16035], [-2.87991, -1.32847, 1.53768], [-4.02163, -2.08230, 0.47187], [-4.52260, 0.14374, 2.46860], [-5.39662, -1.35791, 2.24510], [-5.64961, 1.23866, 0.71214], [-6.90534, 0.14425, 1.23347], [-6.68670, -0.01974, -1.21675], [-6.13782, -1.51367, -0.49790], [-4.55221, 0.61138, -1.92112], [-4.35491, -1.13179, -1.93965], [-2.44319, 1.79561, -1.86363], [0.34501, 0.97780, -2.72001], [-0.17658, 2.35784, -1.78838], [0.29494, 3.14439, -4.05821], [-1.44083, 3.17422, -3.84496], [0.23080, 1.32562, -5.55044], [-1.32519, 2.04608, -5.89733], [-0.70207, -0.46895, -4.32927], [-1.92054, -0.21595, -5.55536], [-3.07318, -0.36825, -3.43086], [-3.16320, 1.28552, -3.95329]]
}